# C14H23F6N4O8S2

2 unconnected molecules or ions with the total composition C14H23F6N4O8S2 in a non-equilibrium geometry (ωB97M-V/def2-TZVPD, the OMol25 dataset).

```
! wB97M-V def2-TZVPD RIJCOSX def2/J DEFGRID3
* xyz 1 1
C -2.20180 -0.86397 0.65244
S -1.87575 0.79847 1.22456
O -0.74442 0.74587 2.10346
O -3.06138 1.33120 1.82811
C -1.51256 1.88685 -0.24044
C -1.12945 3.21552 0.40630
C -1.69345 4.42641 -0.30710
N -3.11397 4.58020 0.01336
C -2.81706 1.91362 -1.07224
N -2.56053 0.97077 -2.18741
C -1.22283 0.92275 -2.34223
N -0.54263 0.54405 -3.43421
N -0.60529 1.38265 -1.25034
C 0.68670 0.79796 -0.90473
O 0.76463 -0.15566 -0.16673
C 1.94466 1.43282 -1.54913
F 1.52962 2.31134 -2.49559
F 2.64422 0.48738 -2.16682
C 2.86171 2.24840 -0.56792
F 4.09293 2.21790 -1.08847
F 2.42333 3.50978 -0.55870
C 2.94343 1.70412 0.85763
F 3.26507 0.40671 0.80884
F 1.74514 1.84755 1.46507
C 3.98984 2.46218 1.72175
O 4.50620 3.48811 1.38082
O 4.24843 1.83954 2.88921
H -3.21080 -1.15368 0.89172
H -1.53568 -1.51447 1.19642
H -1.96325 -0.99194 -0.39302
H -0.05353 3.31264 0.41224
H -1.48425 3.21967 1.42507
H -1.11097 5.32244 -0.12734
H -1.64002 4.24706 -1.37947
H -3.43716 5.48129 -0.31143
H -3.19269 4.63488 1.02278
H -3.72590 1.63148 -0.57110
H -2.99061 2.85339 -1.56660
H -3.03010 0.07533 -2.14542
H -0.09118 1.26189 -3.97144
H -0.38657 -0.40569 -3.71629
H 3.41037 1.58309 3.29006
O -0.78852 -3.72620 1.38797
S 0.14794 -4.76249 1.72539
O 1.39677 -4.42291 2.32393
O 0.40370 -5.65179 0.43333
C 0.81018 -4.98768 -0.77881
C 2.26677 -4.56646 -0.75362
C -0.65140 -5.99121 2.69478
H 0.15080 -4.13783 -0.96913
H 0.64366 -5.71375 -1.57149
H 2.44244 -3.78513 -0.01506
H 2.56295 -4.18544 -1.73147
H 2.90414 -5.41053 -0.49534
H -1.58776 -6.26525 2.21744
H -0.83492 -5.55556 3.67419
H 0.01081 -6.84766 2.78221
*
```

Frontier orbital gap, Ha: 0.3034
E, eV: -75197.875
Lowest unoccupied orbital energy, eV: -4.6

Atomic partial charges in e from the natural (NBO) method, atoms 1 to 8:
1 C -0.89
2 S 2.15
3 O -0.92
4 O -0.92
5 C -0.09
6 C -0.44
7 C -0.22
8 N -0.84

# C14H23InO10

A molecular structure, C14H23InO10 in a non-equilibrium geometry (ωB97M-V/def2-TZVPD, the OMol25 dataset).

```
! wB97M-V def2-TZVPD RIJCOSX def2/J DEFGRID3
* xyz 2 1
In -3.45522 0.11502 -7.11382
C -6.12326 2.74135 -3.58017
C -6.27671 2.71611 -5.15860
O -5.35524 1.95149 -5.84289
H -6.45395 1.76822 -3.21717
H -6.69577 3.49162 -3.03480
H -5.07825 2.84272 -3.28731
H -6.14584 3.74665 -5.48870
H -7.32540 2.54183 -5.39940
C -0.52990 1.75433 -0.73469
C -1.16415 2.39220 -1.98747
C -0.28036 3.28127 -2.91122
O -0.68951 2.69068 -4.13546
C -1.30586 1.50892 -3.98813
O -1.70299 0.80764 -4.88545
O -1.48979 1.24506 -2.72133
H 0.35410 1.17782 -1.00724
H -1.26403 1.19617 -0.15363
H -0.29472 2.62742 -0.12600
H -2.12612 2.87439 -1.81369
H 0.75558 3.07846 -2.63955
H -0.57786 4.32606 -2.82171
C -7.05968 -6.38974 -6.41948
C -6.79949 -5.03273 -5.75219
C -5.86155 -5.07092 -4.58329
O -4.88892 -4.15500 -5.02817
C -5.23720 -3.57190 -6.22495
O -4.69462 -2.58360 -6.71147
O -6.29243 -4.12743 -6.66108
H -7.46636 -7.08388 -5.68402
H -6.24690 -6.79963 -7.01905
H -7.90541 -6.16379 -7.06892
H -7.71524 -4.79894 -5.20919
H -5.39829 -6.05018 -4.46266
H -6.39929 -4.86160 -3.65857
C -3.87705 -3.77424 -13.52370
C -4.27864 -2.45115 -12.73647
C -5.66425 -2.37222 -12.16566
O -5.46186 -1.80691 -10.93107
C -4.27623 -2.03222 -10.51775
O -3.85984 -1.79632 -9.35343
O -3.51242 -2.46288 -11.50472
H -3.53794 -3.57851 -14.54095
H -4.76418 -4.38108 -13.70495
H -3.10705 -4.32473 -12.98320
H -4.05709 -1.50666 -13.23342
H -6.06192 -3.38276 -12.07206
H -6.36115 -1.82636 -12.80164
*
```

Frontier orbital gap, Ha: 0.0986
E, eV: -40517.531
Relative energy (zero: lowest compared OMol25 entry of this formula, charge and spin), eV: 2.875
Lowest unoccupied orbital energy, eV: -12.7

Atomic partial charges in e from the natural (NBO) method, atoms 1 to 8:
1 In 1.24
2 C -0.60
3 C -0.15
4 O -0.12
5 H 0.27
6 H 0.27
7 H 0.24
8 H 0.42

# C14H23IrO5S5

A molecular structure, C14H23IrO5S5 (ωB97M-V/def2-TZVPD, the OMol25 dataset).

```
! wB97M-V def2-TZVPD RIJCOSX def2/J DEFGRID3
* xyz 2 1
Ir -0.38357 -0.13776 -0.98047
C 2.40590 -1.69006 -0.90397
C 3.15423 -1.33900 0.38396
O 2.43027 -0.38064 1.13243
C 2.54526 0.96807 0.68340
C 1.36786 1.71232 1.22812
O 0.17689 1.40628 0.43301
C -0.98642 2.13666 0.86834
C -1.90515 2.27933 -0.32229
O -2.11955 0.97293 -0.93649
C -3.19480 0.12583 -0.42046
C -2.76100 -0.75022 0.76060
O -1.37024 -1.13251 0.60422
C -0.98320 -2.52037 0.54290
C 0.52820 -2.51263 0.44835
O 0.96100 -1.69478 -0.68374
H 2.66871 -2.68917 -1.25578
H 2.56869 -0.97174 -1.70473
H 4.15786 -0.98837 0.13274
H 3.27436 -2.21558 1.01907
H 2.55810 1.04093 -0.41094
H 3.46680 1.41871 1.06392
H 1.52263 2.78993 1.16226
H 1.18834 1.42610 2.26604
H -0.68428 3.13185 1.19950
H -1.44652 1.61678 1.71188
H -1.44146 2.87317 -1.10713
H -2.86933 2.70613 -0.05054
H -3.48940 -0.48018 -1.27316
H -4.02939 0.76735 -0.14141
H -3.39252 -1.63804 0.79938
H -2.83195 -0.22970 1.71354
H -1.46980 -2.99488 -0.31308
H -1.28071 -3.02934 1.46034
H 0.89130 -3.52963 0.28776
H 0.95146 -2.09800 1.36115
C -0.09593 -2.62475 -3.25987
S -1.26965 -1.37040 -2.69345
C -1.18209 -0.21736 -4.01374
C -0.27357 0.77107 -3.97122
S 0.75395 1.06909 -2.58571
S -0.16091 1.75667 -5.38870
C -1.36738 0.88938 -6.34959
S -1.75727 1.30154 -7.84993
S -2.13572 -0.42413 -5.46125
H -0.04521 -3.43075 -2.53145
H 0.87755 -2.16942 -3.42503
H -0.50501 -3.00541 -4.19460
*
```

Frontier orbital gap, Ha: 0.2477
E, eV: -82126.622
Relative energy (zero: lowest compared OMol25 entry of this formula, charge and spin), eV: 0.065
Lowest unoccupied orbital energy, eV: -6.4

Atomic partial charges in e from the natural (NBO) method, atoms 1 to 8:
1 Ir 0.97
2 C -0.10
3 C -0.11
4 O -0.54
5 C -0.11
6 C -0.07
7 O -0.58
8 C -0.11

# C14H23N

C14H23N in the gas phase (ωB97M-V/def2-TZVPD, the OMol25 dataset).

```
! wB97M-V def2-TZVPD RIJCOSX def2/J DEFGRID3
* xyz 0 1
C -3.56119 -1.20126 -1.13044
C -3.63510 -1.21578 0.39309
C -3.46268 0.17117 1.02924
C -2.05584 0.44689 1.56644
C -0.94276 0.47178 0.51908
C -1.06834 1.63438 -0.46237
C 0.09138 1.68527 -1.46824
N 1.37059 1.97524 -0.86970
C 2.21056 1.03929 -0.30222
C 3.13183 1.46095 0.66155
C 4.03992 0.57481 1.20289
C 4.05208 -0.74981 0.80463
C 3.14925 -1.19142 -0.15531
C 3.17361 -2.62163 -0.60769
C 2.24273 -0.29857 -0.70098
H -3.70664 -2.20534 -1.52418
H -4.33897 -0.56029 -1.54124
H -2.59926 -0.83603 -1.47865
H -4.60839 -1.62114 0.67884
H -2.87543 -1.89305 0.78858
H -4.15075 0.26170 1.87322
H -3.74209 0.94034 0.30781
H -2.06824 1.40919 2.08575
H -1.81344 -0.31910 2.30744
H 0.01367 0.55173 1.04166
H -0.93096 -0.47168 -0.02794
H -1.99989 1.55194 -1.02406
H -1.09781 2.57523 0.09462
H 0.15549 0.73870 -2.00521
H -0.11152 2.47220 -2.20388
H 1.39000 2.86705 -0.39384
H 3.12610 2.49448 0.98104
H 4.74129 0.92011 1.94903
H 4.76026 -1.44179 1.23580
H 4.02454 -2.78976 -1.26843
H 3.27628 -3.29179 0.24383
H 2.26603 -2.87794 -1.14908
H 1.55369 -0.65611 -1.45108
*
```

Frontier orbital gap, Ha: 0.3129
E, eV: -16381.689
Relative energy (zero: lowest compared OMol25 entry of this formula, charge and spin), eV: 0.073
Lowest unoccupied orbital energy, eV: 1.0

Atomic partial charges in e from the natural (NBO) method, atoms 1 to 8:
1 C -0.60
2 C -0.40
3 C -0.40
4 C -0.38
5 C -0.41
6 C -0.41
7 C -0.20
8 N -0.60

Q: The lowest E belongs to which entry?
A: C14H23IrO5S5

Q: lowest unoccupied orbital energy of number 4 (C14H23N)?
A: 1.0 eV

Q: Look up the frontier orbital gap of the third one.
A: 0.2477 Ha

Q: Look up the E of the fourth one.
A: -16381.689 eV